# 1
ORCA calculation (ωB97M-V with the def2-TZVPD basis set) on an isolated molecule of CH3NS2 in a non-equilibrium geometry.

Positions of all 7 atoms, in Å:
S (0.153, -1.032, 1.711)
S (-0.333, 1.137, -1.726)
N (0.242, -0.658, 0.067)
C (0.267, 0.629, -0.347)
H (-1.094, -0.696, 2.028)
H (0.901, 1.156, 0.309)
H (-0.231, -1.317, -0.496)

As for the energy above the lowest of the compared OMol25 structures with the same formula, charge and spin: 19.2 kcal/mol. As for the SMILES: S=CNS.

Löwdin population analysis, charges in e, atoms 1 to 4: atom 1 (S): 0.760, atom 2 (S): 0.669, atom 3 (N): -0.496, atom 4 (C): -0.871

***

# 2
ORCA calculation (ωB97M-V with the def2-TZVPD basis set) on a cluster of 2 separate species, CH3NS2 in total in a non-equilibrium geometry.

Positions of all 7 atoms, in Å:
S (1.382, 0.776, -2.539)
S (2.370, -0.813, -1.734)
N (1.518, 0.419, -0.840)
C (0.443, 0.164, -0.030)
H (-0.824, -0.791, -0.753)
H (-0.143, 1.048, 0.176)
H (0.682, -0.451, 0.825)

As for the energy above the lowest of the compared OMol25 structures with the same formula, charge and spin: 97.7 kcal/mol.

Löwdin population analysis, charges in e, atoms 1 to 4: atom 1 (S): 0.473, atom 2 (S): 0.473, atom 3 (N): -0.915, atom 4 (C): -0.282

***

# 3
ORCA calculation (ωB97M-V with the def2-TZVPD basis set) on an isolated molecule of CH3NS2 in a non-equilibrium geometry.

Positions of all 7 atoms, in Å:
S (0.175, 0.838, -0.437)
S (-2.201, 1.055, -0.237)
N (1.063, -0.458, -0.888)
C (1.079, -0.426, 0.528)
H (1.855, 0.028, 1.062)
H (0.565, -1.068, 1.159)
H (-2.536, 0.031, -1.187)

As for the energy above the lowest of the compared OMol25 structures with the same formula, charge and spin: 43.7 kcal/mol. The spin multiplicity is 3.

Löwdin population analysis, charges in e, atoms 1 to 4: atom 1 (S): 0.623, atom 2 (S): 0.170, atom 3 (N): -0.314, atom 4 (C): -0.399